A 5-piece molecular cluster, C20H35N5 overall in a non-equilibrium geometry, computed with ωB97M-V/def2-TZVPD.

Computed properties:
**Spin multiplicity**: 1
**Total energy**: -28756.709 eV
**Highest occupied orbital energy**: -0.414 Eh
**Structure (SMILES)**: CCCC#N.CCCC#N.CCCC#N.CCCC#N.CCCC#N
**Frontier orbital gap**: 11.71 eV
**F_max**: 0.039 Eh/bohr

```
60
Properties=species:S:1:pos:R:3:forces:R:3
C 4.20534 -4.21650 1.04655 -0.385 0.275 0.558
C 2.69860 -4.42855 0.87307 -0.186 -0.477 0.234
C 2.17121 -4.26984 -0.55906 0.644 0.096 -0.162
C 2.76077 -5.30545 -1.41227 -0.267 -0.419 -0.023
N 3.23397 -6.13393 -2.05198 0.006 0.085 -0.014
H 4.78304 -4.48479 0.16536 0.015 -0.132 -0.003
H 4.52703 -4.80937 1.90352 0.229 -0.104 -0.167
H 4.43019 -3.18462 1.32226 -0.003 0.080 -0.288
H 2.11681 -3.83218 1.57629 0.095 0.411 -0.276
H 2.44613 -5.44654 1.18554 0.117 -0.100 -0.198
H 2.49245 -3.34931 -1.05902 -0.235 0.304 0.464
H 1.08549 -4.32435 -0.59400 0.065 -0.055 0.012
C -0.28182 -2.83388 -2.47524 0.183 -0.629 0.553
C -1.81030 -2.82612 -2.53766 0.300 -0.157 -0.628
C -2.55090 -1.53339 -2.15427 0.369 0.055 0.403
C -1.85831 -0.29239 -2.51094 -0.031 -0.091 -0.014
N -1.32956 0.70825 -2.70304 0.118 -0.020 -0.174
H 0.22271 -2.31180 -3.28500 -0.157 0.439 0.141
H 0.08857 -3.86261 -2.54964 -0.348 -0.054 -0.285
H 0.09434 -2.55419 -1.48714 -0.095 0.601 -0.191
H -2.16225 -3.63005 -1.89353 -0.246 0.050 -0.005
H -2.09088 -3.08058 -3.56094 -0.113 -0.106 0.024
H -2.67331 -1.49212 -1.06830 -0.016 0.008 0.002
H -3.55083 -1.49912 -2.58364 -0.017 -0.082 -0.049
C -3.21164 4.42298 2.54355 -0.298 0.646 -0.392
C -3.87601 5.40420 3.51583 0.723 -0.688 1.047
C -5.23613 4.89484 4.02463 -0.351 0.953 -0.382
C -5.17550 3.55338 4.59947 0.093 0.882 -0.376
N -5.05852 2.52247 5.07477 0.010 -0.792 0.299
H -3.61920 4.61839 1.54823 0.182 -0.166 -0.095
H -3.41290 3.37743 2.76783 0.029 0.017 0.252
H -2.13440 4.57880 2.51710 0.010 -0.029 -0.093
H -3.90572 6.41922 3.12303 -0.516 -0.110 -0.316
H -3.24867 5.53421 4.40559 0.062 -0.268 -0.037
H -5.97448 4.94533 3.22076 -0.003 -0.372 -0.031
H -5.62881 5.57623 4.78309 0.079 -0.086 0.105
C -1.68303 1.30566 0.44441 0.540 -0.217 1.318
C -0.23885 1.66481 0.82945 -0.354 0.169 -0.901
C 0.31880 0.76001 1.92210 -0.156 0.070 0.053
C 0.31464 -0.64753 1.50835 0.157 0.639 0.317
N 0.31184 -1.74757 1.19673 -0.042 -0.594 -0.291
H -2.06939 2.01897 -0.27292 -0.220 -0.197 -0.138
H -2.26276 1.30045 1.37460 -0.286 0.363 -0.176
H -1.73896 0.26980 0.11534 0.027 0.140 -0.478
H -0.20598 2.71232 1.13305 0.061 -0.072 0.308
H 0.37212 1.61882 -0.07634 0.162 -0.169 0.099
H -0.30674 0.84217 2.81469 0.022 -0.052 0.021
H 1.32876 1.04558 2.21570 0.056 -0.072 -0.072
C 2.31533 -0.08177 -1.97299 -0.821 0.672 1.003
C 2.35309 1.29151 -2.62202 0.358 -0.002 -1.985
C 3.70780 2.01408 -2.60466 0.965 -0.117 0.111
C 4.88494 1.11078 -2.52672 -0.646 0.471 0.218
N 5.81231 0.44134 -2.45251 0.151 -0.185 -0.034
H 3.09606 -0.75567 -2.31353 0.078 0.110 -0.172
H 1.33472 -0.51655 -2.16173 0.072 -0.134 -0.057
H 2.38865 0.01639 -0.88440 0.175 -0.180 0.007
H 1.57519 2.01927 -2.38898 -0.075 -0.339 0.786
H 2.12800 1.13238 -3.68583 0.117 -0.148 0.036
H 3.79429 2.73753 -1.79218 0.007 -0.173 0.185
H 3.90266 2.59312 -3.51038 -0.410 0.052 -0.054
```
Forces are in eV/Å.

---

C20H35NOS as an isolated structure in a non-equilibrium geometry, computed with ωB97M-V/def2-TZVPD.

Computed properties:
**Spin multiplicity**: 1
**Total energy**: -35664.046 eV
**Highest occupied orbital energy**: -0.297 Eh
**Frontier orbital gap**: 8.14 eV
**F_max**: 0.337 Eh/bohr

```
58
Properties=species:S:1:pos:R:3:forces:R:3
C 1.13295 1.32136 -4.04704 0.618 -5.324 -7.503
C -0.17020 0.64404 -4.64644 0.167 3.488 0.486
C -0.83737 -0.33962 -3.64216 2.057 0.881 -3.963
C -1.52144 0.41853 -2.59909 1.177 1.670 0.829
C -2.27723 -0.65594 -1.91608 -0.885 1.691 6.668
C -2.93925 0.20737 -0.57688 1.316 -7.515 -0.788
C -4.00818 -0.59059 0.15500 4.020 -5.693 -2.904
C -3.21353 -2.16584 0.68195 -3.588 4.398 3.416
N -2.20920 -1.93140 1.72208 -3.115 -0.365 0.700
H -1.95273 -1.01140 1.63730 1.151 2.413 0.126
C -1.10683 -2.82840 1.91140 -6.944 -3.253 -6.350
C -1.54859 -4.13783 2.49622 -3.606 -0.545 -0.978
H -1.03647 -5.03908 2.26821 1.276 -0.457 0.228
H -2.62172 -4.48874 2.13877 1.899 1.229 -0.206
H -1.86158 -3.98726 3.47495 0.317 -0.123 2.560
C -0.03859 -2.14754 2.43427 0.315 0.824 5.001
C 0.26389 -1.01337 1.62420 1.018 7.115 4.200
C 0.93687 -1.01126 0.43483 -2.867 -16.417 4.659
C 1.33382 -0.05775 -0.13423 2.275 15.668 -4.491
C 0.98695 1.40162 0.38884 5.283 -6.383 -8.554
C 0.50754 1.35000 1.51262 -5.017 9.374 9.955
C 0.16817 0.42153 2.36034 -1.311 -10.281 -0.988
H -0.27939 0.33873 3.36347 0.376 0.839 -0.732
H 0.16727 2.51887 2.07406 1.320 -2.876 -1.784
S 1.60101 2.62939 -0.54969 -6.686 1.565 -4.656
C 3.08872 3.02938 -0.06916 5.420 1.118 -6.945
C 3.13152 3.28944 1.23247 3.041 2.574 13.012
H 3.09633 2.34074 2.04915 -0.766 2.190 -2.485
H 2.52976 4.22346 1.69568 0.650 -2.480 -1.358
H 4.18030 3.61598 1.63767 -1.198 -0.350 -1.179
C 4.10556 1.94463 -0.55530 -6.903 -0.982 -3.884
H 3.94792 1.76665 -1.78153 -0.098 0.320 3.194
H 3.80238 1.04577 -0.05593 0.680 -0.677 0.290
H 5.01139 2.24523 -0.57918 6.526 1.684 0.991
H 3.31138 4.05090 -0.71479 -0.532 -2.355 1.443
H 1.80174 0.00395 -1.02844 1.635 -0.241 -2.650
H 1.30867 -2.20172 -0.01001 -1.406 3.467 1.299
O 0.96483 -2.98522 2.51750 6.554 -5.873 0.444
H 0.89084 -3.95700 2.89619 -0.737 3.435 -1.161
H -0.15609 -1.89134 3.57804 -1.105 0.649 -1.900
H -1.13763 -3.12269 0.77259 2.502 0.044 1.295
H -4.14299 -2.43104 1.23238 0.650 -1.454 -1.150
H -2.87970 -2.55942 -0.19796 0.609 -1.903 -2.131
H -4.78799 -0.94304 -0.56715 0.148 0.563 1.292
H -4.15261 -0.20221 1.06646 -1.812 1.629 3.101
H -3.54430 0.90927 -0.81717 -2.716 5.882 -2.620
H -2.23549 0.43563 0.14018 1.987 1.031 1.068
H -3.20896 -1.07175 -2.37323 1.393 -0.123 -0.149
H -1.45511 -1.39225 -1.35083 -2.533 1.396 -1.932
H -2.09578 1.36664 -2.93756 0.454 -1.976 0.103
H -0.69812 0.93119 -1.94089 -1.543 -1.204 -0.587
H -1.54210 -0.78808 -4.32312 -0.727 -0.799 0.212
H -0.12480 -1.16280 -3.31446 -0.779 1.201 -0.062
H 0.01319 0.25289 -5.63383 0.347 -0.557 -0.169
H -0.91529 1.58553 -4.91118 1.423 -2.401 0.885
H 1.62049 2.07400 -4.63284 0.099 0.202 -1.450
H 1.02966 1.83180 -3.28550 -1.828 4.303 8.123
H 1.90555 0.57424 -3.86910 -0.003 -0.241 0.128
```
Forces are in eV/Å.

---

C20H36AsCrN4O7P2S5 as an isolated structure, computed with ωB97M-V/def2-TZVPD.

Computed properties:
**Spin multiplicity**: 4
**Total energy**: -203642.553 eV
**Highest occupied orbital energy (alpha / beta)**: -0.087 / -0.088 Eh
**Net charge**: -2
**Frontier orbital gap (alpha / beta)**: 6.07 / 6.09 eV
**F_max**: 0.011 Eh/bohr

```
76
Properties=species:S:1:pos:R:3:forces:R:3
Cr 0.38163 0.18731 0.22374 0.330 0.169 -0.099
S 1.20762 4.41456 1.05226 -0.175 0.013 0.023
As -0.46125 3.14341 0.99576 -0.162 -0.180 -0.016
S -0.06307 1.26447 2.21234 -0.055 0.098 0.036
S -0.51439 1.97599 -0.93520 -0.027 0.137 0.020
S -2.41063 3.84179 1.42933 0.226 0.065 0.004
C 5.32995 0.12509 -0.31989 0.132 -0.044 0.012
C 4.91123 -1.21393 -0.90972 -0.260 0.019 -0.072
C 5.10611 -2.33648 0.09711 0.045 -0.025 0.002
C 5.66711 -1.49418 -2.19850 0.082 -0.045 0.002
O 3.49010 -1.26717 -1.24609 0.240 -0.071 0.049
P 2.46119 -0.05500 -1.36610 -0.511 -0.161 0.212
O 2.40614 0.73468 -0.08275 0.197 -0.039 -0.099
O 1.09832 -0.68733 -1.59746 0.189 0.020 -0.001
O 2.98130 0.82530 -2.56319 0.132 0.039 -0.234
C 2.59536 0.71625 -3.97395 -0.014 0.058 0.285
C 3.64592 1.54422 -4.69218 -0.006 0.021 -0.059
C 1.21109 1.31863 -4.12862 0.001 0.034 -0.069
C 2.63207 -0.73122 -4.43953 0.032 0.016 -0.083
H 6.38964 0.06268 -0.05800 -0.025 0.018 -0.006
H 4.75828 0.37192 0.57018 -0.045 -0.008 0.047
H 5.20096 0.93603 -1.03474 -0.036 0.037 -0.053
H 6.16697 -2.48246 0.30916 0.011 0.020 -0.009
H 4.69204 -3.26722 -0.28919 -0.008 -0.016 -0.014
H 4.60364 -2.10018 1.03543 -0.039 0.010 0.017
H 6.73820 -1.56653 -1.99964 0.008 -0.001 0.012
H 5.50617 -0.68926 -2.91441 -0.033 0.049 -0.026
H 5.32985 -2.43238 -2.64001 -0.017 -0.015 0.003
H 3.66623 2.55518 -4.28830 -0.016 0.023 0.028
H 3.41576 1.59637 -5.75700 -0.013 -0.006 -0.032
H 4.63453 1.10011 -4.57232 0.037 -0.024 0.020
H 1.20046 2.34858 -3.77535 0.009 0.024 0.014
H 0.48562 0.76193 -3.54111 -0.036 -0.050 0.020
H 0.91742 1.29192 -5.18037 -0.009 0.014 -0.023
H 3.60223 -1.18248 -4.23679 0.051 -0.008 0.012
H 2.46174 -0.75497 -5.51839 -0.019 -0.019 0.018
H 1.86181 -1.32469 -3.95323 -0.065 -0.013 0.071
C -4.67882 -0.81580 -0.88423 -0.097 0.030 -0.075
N -4.49662 -0.30327 0.46848 0.034 0.034 -0.008
C -4.60090 -1.41524 1.40343 -0.089 -0.026 0.082
N -3.69365 -2.52221 1.12741 0.039 -0.006 -0.022
C -3.90321 -2.96914 -0.24709 -0.069 -0.064 -0.020
N -3.77995 -1.90957 -1.25259 0.046 0.007 0.015
C -2.39350 -1.43399 -1.34497 -0.039 0.004 -0.075
P -1.80929 -0.73330 0.25283 0.176 -0.013 -0.007
C -3.21335 0.39199 0.61310 -0.029 0.156 0.044
C -2.29340 -2.14389 1.34313 -0.130 0.069 0.102
H -4.54702 0.00514 -1.59282 -0.004 -0.014 0.017
H -5.70358 -1.19122 -0.96561 0.000 0.006 -0.003
H -5.62140 -1.80589 1.35228 -0.021 0.001 0.012
H -4.41609 -1.04521 2.41432 -0.005 -0.005 -0.015
H -4.91685 -3.37436 -0.31317 0.008 0.003 -0.014
H -3.19536 -3.76825 -0.47442 0.007 0.001 0.004
H -2.31161 -0.65247 -2.10784 -0.029 -0.066 0.041
H -1.74048 -2.25918 -1.64093 0.003 0.020 0.010
H -3.15476 1.25896 -0.05204 -0.027 -0.129 0.073
H -3.09701 0.78675 1.62741 -0.026 -0.035 -0.111
H -2.14582 -1.84873 2.38738 -0.016 -0.017 -0.059
H -1.66288 -3.00968 1.15400 0.061 -0.063 -0.037
N 1.31870 -1.43142 1.37595 0.213 0.090 0.080
C 0.95871 -2.82298 1.30059 -0.017 0.026 0.123
C 0.87987 -3.45181 0.06563 -0.052 -0.026 0.001
C 0.46517 -4.77397 0.00303 0.016 -0.066 -0.010
C 0.13253 -5.47899 1.15438 0.071 0.155 0.002
C 0.21612 -4.83818 2.38226 -0.031 -0.079 -0.045
C 0.63520 -3.51735 2.45635 -0.015 -0.013 0.016
S -0.33907 -7.20895 1.04958 -0.060 -0.037 0.019
O -1.17195 -7.42873 2.22242 -0.032 0.012 0.029
O 0.93022 -7.92106 1.08468 0.101 -0.013 -0.007
O -1.03821 -7.30969 -0.22298 -0.040 0.006 -0.039
H 1.26896 -1.08708 2.33497 -0.016 -0.058 -0.158
H 2.27859 -1.28151 1.06567 -0.074 -0.019 0.027
H 1.11335 -2.89407 -0.83160 0.011 0.025 -0.022
H 0.38045 -5.27508 -0.95147 -0.010 -0.035 -0.036
H -0.06616 -5.38344 3.27181 -0.003 -0.029 0.040
H 0.68941 -3.01460 3.41628 -0.006 0.012 0.013
```
Forces are in eV/Å.